# 1
Computed, not measured: a 3-piece molecular cluster, C5H17NO2 overall at a distorted geometry, with ωB97M-V/def2-TZVPD.

E_LUMO in eV: 0.8
Structure (SMILES): CCNC(C)C.O.O
Orbital gap in eV: 8.81
Energy relative to the best compared isomer or geometry (same formula, charge and spin) in eV: 2.141

Geometry as XYZ:
```
25
C5H17NO2 (ωB97M-V/def2-TZVPD)
C -1.7683 1.2485 -1.1149
C -1.5467 0.2502 0.0535
N -0.1208 -0.1265 0.3041
C 0.1997 -2.5398 -0.1029
C 0.3861 -1.3381 0.8979
C 1.9523 -1.2184 1.1448
H -2.8380 1.1175 -1.4340
H -1.7545 2.2469 -0.7598
H -1.2481 1.0671 -2.0672
H -2.2509 -0.5215 -0.0404
H -1.8146 0.8639 1.0149
H 0.4869 0.2743 -0.4252
H -0.4624 -3.2799 0.3824
H 1.1358 -3.1362 -0.3362
H -0.2575 -2.2916 -1.0281
H -0.1004 -1.3812 1.7855
H 2.3186 -2.2313 1.5796
H 2.1786 -0.4931 1.8422
H 2.5468 -0.9921 0.2432
H 1.3597 1.5376 -3.8859
H 0.1657 2.2666 -3.2621
O 0.6228 1.4056 -3.4064
H 0.3282 2.6968 3.5922
H 0.3679 1.8602 2.3071
O 0.1131 2.7147 2.7156
```

=====

# 2
Computed, not measured: a 3-piece molecular cluster, C5H17NO2 overall at a distorted geometry, with ωB97M-V/def2-TZVPD.

E_LUMO in eV: 0.9
Structure (SMILES): CC(C)CCN.O.O
Orbital gap in eV: 9.73
Energy relative to the best compared isomer or geometry (same formula, charge and spin) in eV: 1.061

Geometry as XYZ:
```
25
C5H17NO2 (ωB97M-V/def2-TZVPD)
C -1.0752 0.3029 0.1776
C -1.2952 1.7345 0.6843
C -0.2579 2.7182 0.1636
C 1.1071 2.4868 0.8559
C -0.6930 4.1871 0.3888
N -0.1579 -0.5355 0.9719
H -2.0144 -0.2441 0.0212
H -0.7496 0.2934 -0.8604
H -1.2218 1.7109 1.7740
H -2.3433 1.9521 0.5170
H -0.0981 2.5238 -0.9015
H 1.7667 1.8540 0.2626
H 1.6832 3.3877 1.0529
H 0.9634 1.9764 1.8019
H -0.1429 4.7110 1.1674
H -0.6875 4.7779 -0.5278
H -1.7707 4.1991 0.6282
H 0.1772 -0.0315 1.7805
H -0.5430 -1.4477 1.1424
H 1.2600 -5.4031 -4.4493
H -0.1853 -5.2942 -4.7453
O 0.4508 -5.0498 -4.0593
H 1.8478 -4.6494 0.7161
H 1.4656 -3.2049 1.0892
O 1.4206 -4.1162 1.3980
```

=====

# 3
Computed, not measured: a 3-piece molecular cluster, C5H17NO2 overall at a distorted geometry, with ωB97M-V/def2-TZVPD.

E_LUMO in eV: 0.7
Structure (SMILES): CC[C@@H](C)NC.O.O
Orbital gap in eV: 9.37
Energy relative to the best compared isomer or geometry (same formula, charge and spin) in eV: 3.778

Geometry as XYZ:
```
25
C5H17NO2 (ωB97M-V/def2-TZVPD)
C -1.0686 2.5172 0.8503
N 0.1706 1.8745 1.2272
C 2.8130 0.9320 1.4354
C 1.6273 -0.1496 1.2643
C 0.2109 0.4625 0.8203
C -0.8654 -0.4277 1.4371
H -1.9972 2.0104 1.2334
H -1.1267 2.9648 -0.2247
H -1.2309 3.4880 1.5605
H 0.3305 1.9647 2.2446
H 3.7247 0.6030 1.8789
H 2.7268 1.9487 1.8124
H 3.0901 1.2017 0.5459
H 2.0089 -0.9913 0.5050
H 1.6711 -0.5299 2.2027
H 0.0791 0.5811 -0.4430
H -1.8906 -0.1390 1.1824
H -0.7477 -1.3576 0.9042
H -0.8257 -0.6079 2.4988
H -2.2495 -4.3033 -2.4655
H -1.1368 -5.0250 -1.5505
O -1.3842 -4.5437 -2.3655
H -1.3155 -1.5382 -5.6575
H -0.8748 -0.2868 -5.5820
O -1.7391 -0.6485 -5.3148
```

=====

# 4
Computed, not measured: a 3-piece molecular cluster, C5H17NO2 overall at a distorted geometry, with ωB97M-V/def2-TZVPD.

E_LUMO in eV: 0.6
Structure (SMILES): CCNC(C)C.O.O
Orbital gap in eV: 9.35
Energy relative to the best compared isomer or geometry (same formula, charge and spin) in eV: 1.224

Geometry as XYZ:
```
25
C5H17NO2 (ωB97M-V/def2-TZVPD)
C 0.2346 -0.8963 -2.5046
C 0.7902 -0.9349 -1.0669
N 0.4406 0.2424 -0.3119
C 2.0384 0.7711 1.6182
C 0.6536 0.2472 1.1186
C -0.3757 1.0526 1.9340
H -0.1324 -1.8735 -2.8434
H -0.5434 -0.1410 -2.6628
H 1.0835 -0.7829 -3.1840
H 1.8664 -1.0831 -1.2388
H 0.5256 -1.8363 -0.5048
H 0.6335 1.1306 -0.7593
H 2.0042 1.1177 2.6616
H 2.3641 1.6520 1.0817
H 2.8159 0.0072 1.6443
H 0.6061 -0.8287 1.3002
H -0.3680 0.7298 2.9742
H -1.3740 0.6906 1.6351
H -0.2707 2.1255 1.8372
H -1.2564 1.7438 -2.0743
H -2.3668 0.8337 -1.4851
O -2.1237 1.4045 -2.2008
H -3.1060 -2.0888 0.9172
H -1.8623 -1.3310 0.7507
O -2.2770 -1.9523 1.3638
```

=====

# 5
Computed, not measured: a 3-piece molecular cluster, C5H17NO2 overall at a distorted geometry, with ωB97M-V/def2-TZVPD.

E_LUMO in eV: 0.5
Structure (SMILES): CCCCNC.O.O
Orbital gap in eV: 8.67
Energy relative to the best compared isomer or geometry (same formula, charge and spin) in eV: 2.740

Geometry as XYZ:
```
25
C5H17NO2 (ωB97M-V/def2-TZVPD)
C 0.4577 1.8034 -1.8894
C 0.2901 1.2751 -0.4191
C -0.7547 0.1934 -0.0777
C -1.9751 -0.0927 -0.9946
N -3.1157 0.8421 -0.7248
C -3.0745 2.1664 -1.0290
H 0.1522 1.2258 -2.6424
H 1.5669 2.0504 -1.9426
H -0.2190 2.6861 -2.0684
H 1.1866 0.8101 -0.0965
H -0.1078 2.1113 0.2384
H -0.1477 -0.7345 0.0910
H -1.1616 0.3994 1.0213
H -1.7886 -0.1979 -2.0528
H -2.3434 -1.1352 -0.6539
H -3.6805 0.6808 0.0828
H -2.8758 2.5914 -2.0438
H -4.0545 2.5463 -0.9275
H -2.6053 2.8991 -0.3984
H 4.5755 -3.0520 1.1628
H 4.1429 -4.3836 1.8598
O 4.6025 -3.9779 1.0771
H 3.2769 -4.2698 4.2013
H 4.0921 -3.0128 4.4700
O 3.5611 -3.4247 3.7564
```

=====

# 6
Computed, not measured: a 3-piece molecular cluster, C5H17NO2 overall at a distorted geometry, with ωB97M-V/def2-TZVPD.

E_LUMO in eV: 0.7
Structure (SMILES): CCCNCC.O.O
Orbital gap in eV: 9.96
Energy relative to the best compared isomer or geometry (same formula, charge and spin) in eV: 2.965

Geometry as XYZ:
```
25
C5H17NO2 (ωB97M-V/def2-TZVPD)
C -1.0283 -0.6152 -1.5504
C -1.9416 0.3928 -0.9638
C 0.3700 -0.1947 -1.1744
N 0.7672 -0.0431 0.2646
C 1.6325 1.2017 0.5336
C 0.7573 2.4723 0.7104
H -1.1746 -0.6031 -2.7993
H -1.2413 -1.6271 -1.0714
H -2.8259 -0.0024 -0.5543
H -1.5280 0.8150 -0.1167
H -2.1996 1.1820 -1.6596
H 1.1340 -0.7723 -1.7769
H 0.4742 0.8866 -1.8343
H 0.0181 0.0001 0.7985
H 2.5596 1.3452 -0.1168
H 2.0657 1.0072 1.6071
H 1.4327 3.2741 1.1929
H -0.0488 2.3514 1.5534
H 0.2774 2.9745 -0.1574
H 1.3480 -1.9384 0.8728
H 1.4877 -3.3564 0.5538
O 1.3170 -2.7661 1.3354
H -1.3925 -2.2976 0.7332
H -0.7249 -2.0080 1.9772
O -1.5356 -1.6785 1.6423
```